No. 1
Formula: C27H38BrCuN2O4Si2Te
Source: the Open Molecules 2025 dataset
Level of theory: ωB97M-V/def2-TZVPD

Its strongest force on any atom is 0.94 eV/A. Its gap between HOMO and LUMO is 0.1653 Ha. Its total charge is -2.

Last column: Mulliken charge in e.
Geometry (Å):
Cu1 -0.427 -0.056 0.737  0.1703
C1 -4.345 1.525 0.898  -1.4252
C2 -2.821 1.523 0.812  1.1018
O1 -2.317 0.485 0.273  -0.6994
C3 -2.157 2.619 1.343  -1.2872
C4 -0.732 2.769 1.423  1.1101
C5 -0.157 3.813 2.354  -1.2322
N1 0.037 1.980 0.746  0.0167
N2 1.408 2.146 0.822  -0.5434
C6 2.057 1.018 0.640  0.4134
O2 1.564 -0.152 0.480  -0.7987
C7 3.544 1.148 0.703  0.2996
C8 4.186 2.378 0.549  -0.2420
C9 5.565 2.470 0.638  -0.5958
C10 6.328 1.334 0.888  -0.3004
C11 5.696 0.110 1.057  -0.5534
C12 4.315 0.017 0.965  -0.4586
H1 -4.672 0.840 1.686  0.2612
H2 -4.734 2.522 1.111  0.3897
H3 -4.759 1.162 -0.044  0.2792
H4 -2.751 3.376 1.843  0.0961
H5 -0.879 4.608 2.545  0.4192
H6 0.112 3.341 3.303  0.1880
H7 0.755 4.226 1.924  0.3234
H8 3.573 3.249 0.365  0.4205
H9 6.058 3.427 0.502  0.3482
H10 7.408 1.410 0.963  0.3401
H11 6.290 -0.778 1.245  0.3675
H12 3.785 -0.917 1.106  0.3827
C13 2.060 -7.389 -1.245  -1.0948
Si1 1.635 -5.528 -1.115  0.2549
C14 1.308 -4.890 -2.872  -0.9784
C15 3.147 -4.613 -0.446  -0.7641
C16 0.128 -5.336 -0.044  -0.2259
Te1 0.003 -3.362 1.025  0.3106
C17 -2.166 -3.458 0.907  -0.6189
Si2 -2.908 -3.329 -0.813  0.5174
C18 -4.712 -2.734 -0.674  -0.9953
C19 -1.909 -2.124 -1.857  -0.0864
C20 -3.100 -5.007 -1.723  -1.2205
H13 2.886 -7.594 -1.932  0.2841
H14 1.189 -7.953 -1.588  0.2770
H15 2.336 -7.781 -0.263  0.2927
H16 2.210 -4.896 -3.489  0.3760
H17 0.948 -3.861 -2.815  0.2193
H18 0.546 -5.485 -3.382  0.2940
H19 3.978 -4.590 -1.153  0.3283
H20 3.503 -5.058 0.486  0.3059
H21 2.862 -3.581 -0.223  0.0332
H22 0.099 -6.121 0.717  0.4025
H23 -0.769 -5.454 -0.651  -0.3502
H24 -2.463 -2.562 1.458  -0.0745
H25 -2.515 -4.333 1.458  0.7088
H26 -4.750 -1.713 -0.288  0.1250
H27 -5.286 -3.374 0.002  0.2955
H28 -5.212 -2.748 -1.646  0.3136
H29 -1.586 -1.304 -1.210  -0.0649
H30 -2.482 -1.694 -2.682  0.3745
H31 -1.013 -2.600 -2.261  -0.0573
H32 -3.226 -5.828 -1.012  0.3758
H33 -2.235 -5.237 -2.348  0.2525
H34 -3.982 -4.993 -2.367  0.3190
Br1 -3.385 1.907 6.025  -0.2714
C21 -1.638 1.150 5.792  -0.0822
C22 -0.747 1.274 6.846  -0.3645
C23 0.526 0.737 6.685  -0.5326
C24 0.862 0.080 5.515  -0.4088
C25 -0.062 -0.070 4.482  0.2155
C26 -1.327 0.501 4.617  0.0210
C27 0.272 -0.968 3.317  0.4299
O3 1.390 -1.486 3.289  -0.7479
O4 -0.693 -1.159 2.487  -0.7247
H35 -1.046 1.761 7.764  0.3822
H36 1.250 0.826 7.486  0.3538
H37 1.843 -0.351 5.370  0.4376
H38 -2.032 0.414 3.800  0.3715

Atoms 1-3, force components in eV/Å:
-0.13 -0.05 -0.49
0.10 0.04 0.00
-0.14 0.09 -0.08


No. 2
Formula: C27H38BrF2IN3O10PSSi
Source: the Open Molecules 2025 dataset
Level of theory: ωB97M-V/def2-TZVPD

Its strongest force on any atom is 3.36 eV/A. Its gap between HOMO and LUMO is 0.2949 Ha.

Last column: Mulliken charge in e.
Geometry (Å):
C1 2.514 -4.333 1.596  -1.0320
Si1 2.008 -3.099 0.240  0.0382
C2 2.440 -1.351 0.939  -0.7181
C3 0.108 -3.092 -0.115  -0.2686
C4 -0.596 -1.861 0.625  0.2103
C5 -2.163 -1.978 0.669  0.4612
F1 -2.521 -3.106 -0.071  -0.3794
F2 -2.475 -2.329 2.001  -0.3453
C6 -2.974 -0.670 0.278  1.1760
C7 -3.988 -0.700 -0.935  -1.3501
C8 -3.481 -1.359 -2.277  -0.4317
C9 -3.725 -0.447 -3.554  -0.7272
Br1 -3.575 -1.454 -5.240  -0.2084
O1 -3.962 -0.649 1.399  -0.4573
S1 -4.591 0.840 1.658  1.1473
O2 -5.900 0.932 1.049  -0.6610
O3 -4.502 1.245 3.045  -0.4960
O4 -3.469 1.635 0.757  -0.5203
C10 -2.289 0.772 0.520  0.6778
C11 -1.537 0.972 1.936  -0.8905
C12 -0.009 1.338 1.821  0.1445
C13 0.307 2.868 1.992  -0.1485
O5 -0.285 3.680 1.317  -0.5375
N1 1.264 3.287 2.993  -0.1334
C14 2.640 3.162 2.584  0.6919
C15 3.183 2.167 1.672  0.0970
C16 4.618 2.068 1.326  -0.5169
C17 5.562 3.005 1.923  -0.5422
C18 5.015 4.031 2.814  -0.3993
C19 3.598 4.139 3.159  -0.6158
P1 -1.501 1.722 -0.924  -0.1800
O6 -2.858 2.294 -1.793  -0.4904
I1 -0.287 0.307 -2.503  0.3068
C20 3.043 -3.248 -1.366  0.6909
C21 4.424 -3.727 -1.232  -0.6285
C22 5.239 -3.800 -2.458  -0.3818
C23 4.678 -3.406 -3.766  -0.5389
C24 3.295 -2.947 -3.850  -0.3913
C25 2.449 -2.858 -2.647  -0.1489
H1 3.591 -4.097 1.853  0.2636
H2 1.936 -4.069 2.532  0.3037
H3 2.384 -5.411 1.333  0.3355
H4 2.001 -1.169 1.954  0.2777
H5 1.993 -0.621 0.199  -0.0340
H6 3.549 -1.188 0.901  0.5561
H7 -0.128 -3.132 -1.208  0.2079
H8 -0.274 -4.041 0.368  0.4342
H9 -0.201 -0.898 0.224  -0.8214
H10 -0.211 -1.922 1.686  0.2577
H11 -4.877 -1.291 -0.576  0.4427
H12 -4.407 0.314 -1.193  0.6214
H13 -2.438 -1.774 -2.243  0.1318
H14 -4.135 -2.264 -2.462  0.4261
H15 -4.790 -0.079 -3.485  0.4745
H16 -3.086 0.467 -3.571  0.2359
H17 -1.684 0.009 2.507  0.5316
H18 -2.038 1.779 2.522  0.4846
H19 0.519 0.814 2.675  0.4097
H20 0.507 0.990 0.890  -0.1974
H21 1.078 4.256 3.277  0.4102
H22 2.521 1.420 1.184  -0.0786
H23 4.933 1.242 0.639  0.3394
H24 6.641 2.894 1.667  0.3420
H25 5.740 4.766 3.241  0.3091
H26 3.282 4.953 3.846  0.2840
H27 -2.546 3.097 -2.251  0.3680
H28 4.891 -4.036 -0.265  0.2042
H29 6.307 -4.129 -2.385  0.3299
H30 5.275 -3.448 -4.704  0.3378
H31 2.812 -2.616 -4.804  0.2874
H32 1.397 -2.500 -2.645  0.0569
C26 1.349 -0.015 -6.962  -0.8361
N2 0.431 0.230 -5.818  0.9557
O7 0.806 -0.121 -4.706  -0.5882
O8 -0.627 0.761 -6.068  -0.4904
H33 2.251 -0.493 -6.589  0.2984
H34 0.830 -0.663 -7.665  0.3231
H35 1.579 0.949 -7.409  0.3049
C27 -5.239 3.498 4.873  -0.6675
N3 -5.295 4.311 6.118  0.8991
O9 -4.274 4.876 6.466  -0.5330
O10 -6.362 4.351 6.701  -0.5420
H36 -4.235 3.554 4.464  0.2598
H37 -5.491 2.475 5.137  0.2919
H38 -5.962 3.916 4.176  0.2898

Atoms 1-3, force components in eV/Å:
0.23 0.37 0.42
0.16 0.92 0.04
-0.14 0.07 -0.71


No. 3
Formula: C27H38ClCrN4O8
Source: the Open Molecules 2025 dataset
Level of theory: ωB97M-V/def2-TZVPD

Its strongest force on any atom is 7.05 eV/A. Its gap between HOMO and LUMO (spin up / spin down) is 0.1269 / 0.1695 Ha. The multiplicity is 5. Its expectation value of S² is 6.1449. Its total charge is -1.

Last column: Mulliken spin population.
Geometry (Å):
O1 0.115 -0.438 -3.588  0.0028
C1 0.898 -1.387 -3.380  0.0219
C2 0.785 -2.747 -2.924  -0.0288
C3 -0.202 -3.368 -2.086  0.0411
H1 -0.600 -2.929 -1.161  0.0162
C4 -0.740 -4.555 -2.597  -0.0129
H2 -1.631 -5.041 -2.147  0.0001
C5 -0.157 -5.156 -3.750  0.0295
H3 -0.561 -6.096 -4.187  0.0032
C6 1.003 -4.631 -4.374  -0.0140
H4 1.514 -5.097 -5.235  -0.0002
C7 1.534 -3.462 -3.877  0.0318
H5 2.359 -2.903 -4.338  -0.0005
H6 1.900 -0.994 -2.965  -0.0047
C8 3.503 -0.144 -1.083  0.0594
C9 2.445 -0.733 -0.194  -0.4463
H7 4.164 -0.947 -1.440  0.0018
H8 4.014 0.570 -0.421  -0.0149
H9 3.176 0.433 -1.968  -0.0167
C10 2.288 -2.077 -0.066  0.3968
C11 3.515 -2.826 0.393  -0.0301
H10 1.326 -2.622 -0.082  0.0408
H11 3.793 -3.518 -0.441  0.0132
H12 3.305 -3.365 1.349  0.0108
H13 4.319 -2.056 0.564  0.0024
Cr1 1.631 0.285 1.122  3.7460
Cl1 2.630 -0.769 2.803  0.0347
C12 0.634 1.564 2.928  0.0830
O2 1.015 1.935 1.775  0.0582
N1 -0.259 2.235 3.627  0.0178
C13 -0.576 3.625 3.317  0.0009
C14 -0.642 1.702 4.927  0.0029
H14 1.046 0.647 3.410  0.0048
H15 -0.707 3.771 2.240  -0.0004
H16 0.207 4.296 3.705  -0.0002
H17 -1.502 3.861 3.847  -0.0007
H18 -1.133 0.723 4.802  0.0021
H19 -1.329 2.415 5.386  0.0003
H20 0.261 1.581 5.546  -0.0006
H21 -2.894 0.004 -4.232  -0.0003
H22 -3.953 1.537 -2.227  0.0000
C15 -2.235 -0.301 -3.407  0.0003
C16 -3.234 0.959 -1.628  0.0008
N2 -2.053 0.683 -2.398  -0.0006
H23 -1.224 -0.454 -3.883  -0.0012
C17 -0.981 1.589 -2.330  0.0028
O3 -0.408 1.875 -1.291  0.0015
H24 -2.965 1.481 -0.715  -0.0004
H25 -0.605 1.959 -3.326  -0.0005
H26 -2.413 -1.269 -2.912  0.0000
H27 -3.669 -0.009 -1.369  0.0002
H28 3.365 5.298 -0.613  0.0000
H29 2.364 5.430 -3.064  0.0000
C18 3.677 4.283 -0.896  0.0009
C19 2.725 4.402 -3.155  0.0005
N3 2.746 3.730 -1.871  0.0003
H30 3.695 3.636 -0.015  0.0035
C20 2.121 2.560 -1.665  -0.0061
O4 2.225 1.931 -0.589  -0.0907
H31 2.072 3.862 -3.839  -0.0004
H32 1.569 2.201 -2.562  -0.0016
H33 4.684 4.361 -1.333  0.0000
H34 3.724 4.460 -3.596  -0.0001
O5 -1.786 1.336 1.036  0.0195
C21 -1.515 0.144 1.270  0.0076
O6 -0.383 -0.445 0.959  0.0146
C22 -2.479 -0.517 2.257  -0.0093
C23 -2.144 -1.731 2.877  0.0038
C24 -2.917 -2.253 3.909  -0.0008
C25 -4.091 -1.577 4.316  0.0010
C26 -4.519 -0.430 3.617  -0.0003
C27 -3.730 0.074 2.596  -0.0005
N4 -4.738 -1.965 5.529  0.0001
O7 -4.282 -2.957 6.146  0.0004
O8 -5.715 -1.306 5.949  0.0005
H35 -1.229 -2.239 2.580  0.0024
H36 -2.633 -3.163 4.439  0.0001
H37 -5.458 0.050 3.910  0.0001
H38 -4.054 0.987 2.090  0.0001

Atoms 1-3, force components in eV/Å:
4.66 -2.80 -0.55
1.86 4.89 4.73
-1.35 -1.12 -0.36